Entry 1:
DFT (ωB97M-V with the def2-TZVPD basis set) results for 3 unconnected molecules or ions with the total composition C6H15NO3.

Geometry as XYZ:
```
25
Properties=species:S:1:pos:R:3:forces:R:3
C -2.042165 0.359877 -0.963735 0.81 0.09 0.02
C -0.596848 0.077283 -0.538640 0.11 -0.21 0.03
C -0.419003 0.065532 0.967007 -0.01 0.71 1.18
C -0.398810 1.585376 1.330515 0.08 -0.60 0.79
C -0.028664 2.314948 0.027401 -0.40 -0.19 0.18
N 0.234873 1.227704 -0.927769 0.28 0.14 0.13
C 1.512022 1.014638 -1.339655 -0.48 -0.12 -0.11
O 2.007851 -0.084600 -1.503817 0.25 0.15 -0.23
H -2.711500 -0.475992 -0.784476 0.04 -0.06 0.07
H -2.373047 1.234498 -0.415209 -0.44 0.09 0.03
H -2.014153 0.607219 -2.020358 -0.28 -0.03 -0.17
H -0.203153 -0.800710 -1.036773 -0.02 -0.15 0.00
H -1.192940 -0.435806 1.538557 -0.37 -0.17 -0.26
H 0.507733 -0.361674 1.357921 0.17 -0.19 -0.70
H 0.283673 1.758619 2.168396 0.30 0.07 -0.39
H -1.346839 1.884701 1.764127 -0.38 0.23 -0.41
H 0.813739 2.981495 0.158498 0.26 0.01 -0.22
H -0.872819 2.889739 -0.321705 -0.18 0.34 -0.13
H 2.025379 1.953358 -1.597722 0.24 -0.07 0.23
O -0.073063 -3.802111 1.237636 0.01 0.21 0.02
H -0.161007 -3.366931 2.088217 -0.06 -0.05 0.13
H 0.652181 -3.324612 0.801139 0.05 -0.21 -0.21
O 2.023514 -2.627880 -0.328767 -0.03 0.17 0.07
H 1.912518 -1.688943 -0.554014 0.07 0.00 -0.11
H 2.460527 -2.985728 -1.106777 -0.03 -0.14 0.05
```
Forces are in eV/Å.

The value obtained for the highest occupied orbital energy is -0.3667 Eh. The structure (SMILES) is C[C@@H]1CCCN1C=O.O.O. For the orbital gap, the calculation gives 10.708 eV. The LUMO energy is 0.7 eV.

Entry 2:
DFT (ωB97M-V with the def2-TZVPD basis set) results for 3 unconnected molecules or ions with the total composition C4H7N3O.

Geometry as XYZ:
```
15
Properties=species:S:1:pos:R:3:forces:R:3
C 0.770737 0.193433 1.669462 -1.02 -0.08 0.24
C 1.374897 -0.683927 -0.450570 -1.20 -0.93 1.38
C 1.662028 -0.571860 0.915427 0.36 0.87 0.40
C -0.488261 0.753713 -0.146905 0.38 0.07 -1.24
N -0.327992 0.822525 1.146028 1.54 0.10 0.37
N 0.214262 -0.195470 -0.913713 1.38 0.10 -0.64
N -1.234428 1.536379 -0.968228 -0.67 -0.48 0.06
O -0.149464 -0.493073 -2.131600 -0.25 0.71 0.48
H 0.833221 0.300500 2.767862 0.24 -0.18 -0.79
H 1.815312 -1.417484 -1.101791 0.39 0.23 -0.28
H 2.593862 -0.987891 1.359907 -1.00 0.29 -0.48
H -2.149539 -1.520125 0.300290 1.53 2.31 -0.59
H -1.678361 -0.823996 0.138540 -2.14 -2.96 0.71
H -2.125703 1.972718 -0.662789 1.27 -0.65 -0.35
H -1.110570 1.114559 -1.921921 -0.82 0.59 0.73
```
Forces are in eV/Å.

The value obtained for the highest occupied orbital energy (alpha / beta) is -0.3094 / -0.3094 Eh. For the orbital gap (alpha / beta), the calculation gives 8.576 / 8.574 eV. The LUMO energy (alpha / beta) is 0.2 / 0.2 eV.

Q: Which ΔE to the lowest compared entry with this formula, charge and spin values were calculated for the entries above? A: 43.9; 354.3, in kJ/mol.
Q: Which F_max values were calculated for the entries above? A: 1.38; 3.72, in eV/A.
Q: Which energy values were calculated for the entries above? A: -14098.314; -10776.075, in eV.